{
  "formula": "F5N2",
  "method": "ωB97M-V/def2-TZVPD",
  "total_charge": 1,
  "spin_multiplicity": 1,
  "max_force_ev_per_a": 5.4,
  "e_above_lowest_kcal_mol": 28.3,
  "homo_lumo_gap_ev": [5.519, 7.752],
  "lumo_energy_ev": [-10.86, -9.66],
  "symbols": ["N", "N", "F", "F", "F", "F", "F"],
  "coordinates": [[-0.9434, -1.0402, -0.8472], [0.6053, 0.9306, 0.4406], [-0.5245, -2.2187, -0.9293], [-2.0832, -0.9264, -0.3360], [0.2984, 2.1260, 0.1970], [0.7616, 0.8156, 1.7177], [1.8534, 0.5108, -0.1538]],
  "atomic_forces_ev_per_a": [[1.555, 2.544, -1.199], [-0.063, -5.054, -1.758], [-1.090, -0.648, 0.865], [-0.266, -1.499, 0.423], [0.574, 2.815, -0.822], [0.752, 0.166, 1.573], [-1.461, 1.676, 0.918]],
  "nbo_charge": [0.71, 0.63, 0.01, 0.01, -0.08, -0.11, -0.18]
}